Molecular formula: C5H5NO2
Method: DFT, ωB97M-V/def2-TZVPD

Each line ends with the Löwdin charge.
Geometry (Å):
C1 1.380 -0.247 -0.251  -0.255
C2 0.258 1.058 -0.299  -0.133
C3 0.321 -0.821 0.598  -0.156
C4 -0.919 -0.984 -0.320  -0.165
C5 -0.956 0.343 -0.887  -0.212
H1 0.416 2.228 -0.167  0.182
H2 0.889 0.989 1.650  0.166
H3 0.468 -1.526 1.440  0.161
H4 -1.039 -2.013 -0.588  0.146
H5 -1.503 0.632 -1.840  0.170
N1 0.073 0.610 1.055  0.006
O1 2.559 -0.231 -0.492  0.099
O2 -1.947 -0.038 0.101  -0.009

Computed properties:
Net charge: 0
Total energy in Eh: -398.59720
SMILES: O=C1[C@H]2N[C@@H]1[C@@H]1O[C@@H]12
ΔE to the lowest compared entry with this formula, charge and spin in kcal per mole: 113.8
HOMO-LUMO gap in eV: 10.04


Molecular formula: C5H5NO2
Method: DFT, ωB97M-V/def2-TZVPD

Each line ends with the Löwdin charge.
Geometry (Å):
C1 2.182 -0.622 1.667  0.117
C2 1.285 -1.527 1.178  0.023
C3 -1.135 -0.014 0.512  -0.361
C4 1.716 -0.548 0.232  -0.452
C5 -1.681 1.256 -1.651  -0.101
N1 -1.472 0.656 -0.388  0.080
O1 -0.919 -0.709 1.395  0.130
O2 1.664 0.076 -0.757  0.083
H1 2.739 -0.333 2.565  0.095
H2 0.683 -2.390 1.280  0.096
H3 -1.391 0.554 -2.588  0.130
H4 -0.934 2.077 -1.782  0.088
H5 -2.736 1.524 -1.663  0.073

Computed properties:
Net charge: 0
Total energy in Eh: -398.63148
SMILES: O=c1cc1.CN=C=O
ΔE to the lowest compared entry with this formula, charge and spin in kcal per mole: 92.2
HOMO-LUMO gap in eV: 9.79


Molecular formula: C5H5NO2
Method: DFT, ωB97M-V/def2-TZVPD

Each line ends with the Löwdin charge.
Geometry (Å):
C1 0.352 -0.533 -0.580  -0.340
C2 0.661 0.987 -0.841  -0.040
C3 -0.070 0.857 1.134  -0.140
C4 -0.130 -0.507 0.718  -0.250
C5 -0.579 -1.542 1.501  -0.165
H1 -1.326 -0.443 -1.242  0.077
H2 1.259 -1.226 -0.772  0.177
H3 0.154 1.519 -1.843  0.198
H4 1.831 0.893 -1.112  0.161
H5 -0.787 1.367 1.929  0.199
N1 -1.261 -2.124 2.326  0.139
O1 -0.614 -0.931 -1.681  -0.050
O2 0.512 1.683 0.463  0.035

Computed properties:
Net charge: 0
Total energy in Eh: -398.61245
SMILES: N#CC1=COC[C@@H]1O
ΔE to the lowest compared entry with this formula, charge and spin in kcal per mole: 104.2
HOMO-LUMO gap in eV: 9.24


Molecular formula: C5H5NO2
Method: DFT, ωB97M-V/def2-TZVPD

Each line ends with the Löwdin charge.
Geometry (Å):
C1 1.861 -0.098 -0.003  -0.492
C2 0.998 1.151 0.175  -0.076
C3 -0.511 0.904 0.294  -0.049
C4 -1.248 -0.136 -0.199  -0.101
C5 -2.670 -0.188 -0.116  -0.222
H1 0.658 -1.202 1.006  0.076
H2 1.383 1.689 1.047  0.126
H3 1.252 1.824 -0.700  0.152
H4 -1.134 1.670 0.844  0.135
H5 -0.805 -1.010 -0.540  0.087
N1 -3.827 -0.268 -0.196  0.154
O1 1.452 -1.264 0.517  0.126
O2 2.905 -0.099 -0.665  0.083

Computed properties:
Net charge: 0
Total energy in Eh: -398.72942
SMILES: N#C/C=C/CC(=O)O
ΔE to the lowest compared entry with this formula, charge and spin in kcal per mole: 30.8
HOMO-LUMO gap in eV: 10.42